(1)
A 2-piece molecular cluster, C6H16NPS overall, computed with the ωB97M-V functional and the def2-TZVPD basis.

Positions of all 25 atoms, in Å:
1 C 4.102 -0.798 0.427
2 C -2.702 -0.828 -0.951
3 C 2.094 -0.242 -1.772
4 C 1.254 -0.866 -0.628
5 C 1.915 1.586 0.416
6 C -3.921 -0.127 1.441
7 N -1.677 1.008 0.849
8 P 2.688 0.074 -0.107
9 S -2.198 -0.436 0.835
10 H 4.919 -0.460 -0.228
11 H 4.433 -0.675 1.489
12 H -3.750 -1.306 -1.052
13 H -1.988 -1.550 -1.354
14 H 2.633 -0.738 -2.458
15 H 1.650 0.729 -2.140
16 H 1.312 -1.908 -0.394
17 H 0.194 -0.436 -0.420
18 H -2.526 0.067 -1.504
19 H 2.557 2.489 0.492
20 H 1.219 1.970 -0.338
21 H 1.397 1.406 1.415
22 H -4.643 -0.740 1.049
23 H -3.862 -0.112 2.484
24 H -4.257 0.833 1.047
25 H -0.841 1.059 1.399

Cartesian forces (eV/Å) of the 6 atoms listed first:
C -0.2 1.3 0.1
C -0.6 -1.6 0.9
C -2.5 3.4 2.5
C -1.9 1.0 0.4
C -0.5 2.1 1.2
C 1.5 1.2 -1.4

Results
HOMO level	-7.318	eV
energy relative to the best compared isomer or geometry (same formula, charge and spin)	501.6	kJ/mol
frontier orbital gap	0.295	Ha

***

(2)
An isolated ion of composition C6H16NSe and charge +1, computed with the ωB97M-V functional and the def2-TZVPD basis.

Positions of all 24 atoms, in Å:
1 C 0.294 -2.297 -0.325
2 C 2.153 1.054 -0.585
3 C 0.731 2.037 1.232
4 C -2.997 -0.712 -0.507
5 C 0.099 -1.057 0.640
6 C -0.221 0.187 -0.261
7 N 0.742 1.394 -0.088
8 Se -2.068 0.967 0.067
9 H 1.157 -2.210 -0.934
10 H 0.417 -3.271 0.318
11 H -0.541 -2.355 -0.888
12 H 2.689 0.443 0.049
13 H 2.045 0.421 -1.503
14 H 2.690 1.886 -0.802
15 H -0.302 2.180 1.600
16 H 1.180 1.267 1.960
17 H 1.146 3.066 1.232
18 H -2.826 -1.314 0.400
19 H -3.973 -0.414 -0.723
20 H -2.555 -0.996 -1.417
21 H -0.792 -1.378 1.275
22 H 0.851 -0.806 1.313
23 H -0.230 -0.188 -1.301
24 H 0.310 2.092 -0.752

Cartesian forces (eV/Å) of the 6 atoms listed first:
C 2.6 -0.7 4.8
C -3.2 -2.1 -1.8
C -0.3 -0.8 2.4
C 1.8 1.2 2.0
C -2.7 -1.0 -1.7
C -1.1 -0.3 1.2

Results
HOMO level	-12.429	eV
SMILES	CC[C@@H]([Se]C)[NH+](C)C
total charge	+1
energy relative to the best compared isomer or geometry (same formula, charge and spin)	0.0	kJ/mol
frontier orbital gap	0.346	Ha

***

(3)
A 2-piece molecular cluster, C6H16O overall, computed with the ωB97M-V functional and the def2-TZVPD basis.

Positions of all 23 atoms, in Å:
1 C 0.498 -1.539 -1.502
2 C -0.623 -1.444 -0.538
3 C -0.155 -0.658 0.717
4 C -0.030 0.876 0.463
5 C -1.341 1.490 0.001
6 C -2.485 1.356 0.990
7 H 1.450 -1.984 -1.191
8 H 0.216 -2.141 -2.384
9 H 0.866 -0.597 -1.926
10 H -1.423 -0.847 -0.968
11 H -0.907 -2.448 -0.217
12 H -0.789 -0.888 1.582
13 H 0.831 -1.036 1.012
14 H 0.778 0.976 -0.269
15 H 0.405 1.328 1.358
16 H -1.141 2.560 -0.140
17 H -1.630 1.194 -1.007
18 H -2.197 1.808 1.942
19 H -2.900 0.368 1.199
20 H -3.378 1.908 0.663
21 H 2.816 0.498 0.208
22 H 3.187 -0.773 -0.525
23 O 3.595 -0.053 -0.016

Cartesian forces (eV/Å) of the 6 atoms listed first:
C 1.2 -0.4 -2.3
C 0.7 0.8 1.7
C 0.1 0.1 0.0
C 0.2 -1.8 0.1
C 0.4 0.9 0.0
C -0.8 0.4 0.2

Results
HOMO level (alpha / beta)	1.245 / -7.346	eV
multiplicity	2
<S²>	0.750
total charge	-1
energy relative to the best compared isomer or geometry (same formula, charge and spin)	34.6	kJ/mol
frontier orbital gap (alpha / beta)	0.089 / 0.400	Ha

***

(4)
A 2-piece molecular cluster, C6H16O overall, computed with the ωB97M-V functional and the def2-TZVPD basis.

Positions of all 23 atoms, in Å:
1 C 1.430 0.473 0.068
2 C -2.235 -0.356 -0.958
3 C -0.479 -2.131 -0.463
4 C -1.158 -0.470 1.314
5 C 0.098 0.359 -0.716
6 C -0.953 -0.692 -0.149
7 H 2.058 1.236 -0.422
8 H 1.944 -0.501 0.002
9 H 1.318 0.740 1.132
10 H -3.104 -0.906 -0.561
11 H -2.105 -0.624 -2.021
12 H -2.441 0.725 -0.891
13 H -1.238 -2.923 -0.344
14 H 0.390 -2.378 0.169
15 H -0.154 -2.111 -1.516
16 H -1.921 -1.180 1.676
17 H -1.487 0.554 1.561
18 H -0.211 -0.672 1.842
19 H -0.221 1.417 -0.791
20 H 0.336 0.006 -1.738
21 O 3.630 3.213 1.239
22 H 2.672 3.433 1.192
23 H 3.829 2.788 0.374

Cartesian forces (eV/Å) of the 6 atoms listed first:
C 0.0 -0.7 -0.4
C 0.0 -0.3 0.3
C 0.4 0.6 -0.2
C -0.1 -0.3 0.9
C 0.9 -0.4 0.4
C 0.0 1.4 -1.6

Results
HOMO level	-10.688	eV
SMILES	CCC(C)(C)C.O
energy relative to the best compared isomer or geometry (same formula, charge and spin)	25.7	kJ/mol
frontier orbital gap	0.418	Ha

***

(5)
A 2-piece molecular cluster, C6H16O overall, computed with the ωB97M-V functional and the def2-TZVPD basis.

Positions of all 23 atoms, in Å:
1 C -0.606 -2.784 -1.433
2 C -1.266 -2.505 -0.137
3 C -0.493 -1.475 0.759
4 C 0.120 -0.207 0.128
5 C 0.997 0.678 0.987
6 C -0.707 0.799 -0.766
7 H -0.682 -1.803 -2.081
8 H -1.129 -3.439 -2.077
9 H 0.426 -3.278 -1.364
10 H -2.383 -2.277 -0.380
11 H -1.367 -3.430 0.410
12 H -1.293 -1.139 1.615
13 H 0.496 -1.898 1.112
14 H 0.721 -0.779 -0.567
15 H 1.938 0.014 1.207
16 H 1.290 1.608 0.505
17 H 0.519 0.996 1.918
18 H -1.329 1.481 -0.208
19 H -1.412 0.274 -1.515
20 H -0.074 1.549 -1.417
21 H 1.824 5.938 0.388
22 H 1.935 5.907 1.828
23 O 2.473 5.768 1.086

Cartesian forces (eV/Å) of the 6 atoms listed first:
C 2.1 1.1 -1.9
C -1.7 1.6 0.5
C -0.8 -2.3 0.9
C -2.1 6.0 -0.6
C 1.4 -2.1 0.5
C 0.0 -1.2 -2.4

Results
HOMO level (alpha / beta)	-13.824 / -13.824	eV
multiplicity	2
<S²>	0.753
total charge	+1
energy relative to the best compared isomer or geometry (same formula, charge and spin)	180.5	kJ/mol
frontier orbital gap (alpha / beta)	0.404 / 0.137	Ha

***

(6)
A 3-piece molecular cluster, C6H16O2 overall, computed with the ωB97M-V functional and the def2-TZVPD basis.

Positions of all 24 atoms, in Å:
1 C -2.137 0.320 1.013
2 C -1.403 -0.503 -0.097
3 C -0.131 0.138 -0.327
4 C -0.068 1.111 -1.194
5 C 0.867 -0.232 0.725
6 C 2.369 -0.483 0.228
7 H -2.631 1.128 0.476
8 H -1.416 0.910 1.603
9 H -2.808 -0.376 1.686
10 H -1.329 -1.561 0.368
11 H -2.129 -0.631 -0.958
12 H -1.016 1.286 -1.705
13 H 0.666 1.858 -1.411
14 H 0.623 -1.171 1.153
15 H 1.072 0.416 1.545
16 H 3.219 -0.588 1.032
17 H 2.814 0.342 -0.383
18 H 2.370 -1.452 -0.285
19 H 2.080 2.931 1.517
20 H 2.054 1.579 1.984
21 O 1.572 2.208 1.905
22 H -1.865 -1.626 -2.323
23 H -0.756 -2.649 -1.761
24 O -1.312 -2.520 -2.483

Cartesian forces (eV/Å) of the 6 atoms listed first:
C -0.4 -0.7 0.5
C -3.1 -2.7 1.6
C 1.5 0.0 1.0
C -1.1 1.0 -1.3
C 3.6 -0.7 -0.6
C 1.1 0.1 0.5

Results
HOMO level	-9.411	eV
SMILES	C=C(CC)CC.O.O
energy relative to the best compared isomer or geometry (same formula, charge and spin)	356.3	kJ/mol
frontier orbital gap	0.370	Ha

***

Repeat the fourth record exactly.
A 2-piece molecular cluster, C6H16O overall, computed with the ωB97M-V functional and the def2-TZVPD basis.

Positions of all 23 atoms, in Å:
1 C 1.430 0.473 0.068
2 C -2.235 -0.356 -0.958
3 C -0.479 -2.131 -0.463
4 C -1.158 -0.470 1.314
5 C 0.098 0.359 -0.716
6 C -0.953 -0.692 -0.149
7 H 2.058 1.236 -0.422
8 H 1.944 -0.501 0.002
9 H 1.318 0.740 1.132
10 H -3.104 -0.906 -0.561
11 H -2.105 -0.624 -2.021
12 H -2.441 0.725 -0.891
13 H -1.238 -2.923 -0.344
14 H 0.390 -2.378 0.169
15 H -0.154 -2.111 -1.516
16 H -1.921 -1.180 1.676
17 H -1.487 0.554 1.561
18 H -0.211 -0.672 1.842
19 H -0.221 1.417 -0.791
20 H 0.336 0.006 -1.738
21 O 3.630 3.213 1.239
22 H 2.672 3.433 1.192
23 H 3.829 2.788 0.374

Cartesian forces (eV/Å) of the 6 atoms listed first:
C 0.0 -0.7 -0.4
C 0.0 -0.3 0.3
C 0.4 0.6 -0.2
C -0.1 -0.3 0.9
C 0.9 -0.4 0.4
C 0.0 1.4 -1.6

Results
HOMO level	-10.688	eV
SMILES	CCC(C)(C)C.O
energy relative to the best compared isomer or geometry (same formula, charge and spin)	25.7	kJ/mol
frontier orbital gap	0.418	Ha

***

Question: What is the energy relative to the best compared isomer or geometry (same formula, charge and spin) in the fifth record?
Answer: 180.5 kJ/mol